Molecular formula: C32H76Br4N5
Method: DFT, ωB97M-V/def2-TZVPD

Properties
maximum force	2.160	eV Å⁻¹
energy	-322034.6755	eV
LUMO energy	-1.57	eV
energy above the lowest of the compared OMol25 structures with the same formula, charge and spin	0.00	kJ/mol
frontier orbital gap	7.4	eV
charge	+1
2S+1	1

Positions of all 117 atoms, in Å:
N 0.1455 0.9536 -0.7295
H 0.9570 0.5153 -1.2056
H -0.3910 0.2591 -0.1991
H -0.4411 1.4347 -1.4295
H 0.5633 1.6341 -0.0668
C -2.3735 2.6562 -0.2310
C -3.2970 2.4842 0.9654
C -4.6584 1.9572 0.5890
N -5.6190 1.7775 1.7447
C -5.7895 3.0271 2.5455
C -5.1627 0.5764 2.5649
C -5.7397 -0.6460 1.8865
C -6.8118 -0.1756 0.9067
C -6.9693 1.3160 1.2221
H -2.6035 3.4618 -0.9263
H -2.3026 1.6935 -0.7391
H -1.3754 2.8728 0.1525
H -3.4644 3.3740 1.5778
H -2.7682 1.7658 1.5987
H -4.5855 0.9982 0.0751
H -5.1612 2.6539 -0.0888
H -5.0384 3.1106 3.3241
H -6.7453 3.0326 3.0703
H -5.8471 3.8430 1.8290
H -5.5935 0.7750 3.5484
H -4.0821 0.5624 2.6796
H -6.1081 -1.3374 2.6492
H -4.9648 -1.2691 1.4457
H -7.7522 -0.7198 0.9561
H -6.4931 -0.2794 -0.1314
H -7.7316 1.5102 1.9740
H -7.2006 1.9588 0.3731
C 4.6614 6.1712 0.4210
C 4.0319 4.8815 -0.1159
C 4.9810 4.1341 -1.0559
N 4.4690 2.7604 -1.4063
C 3.0570 2.8285 -1.9172
C 5.4082 2.1791 -2.4551
C 5.5124 0.6907 -2.1524
C 5.2595 0.5403 -0.6619
C 4.5282 1.7974 -0.2008
H 3.8959 6.6656 1.0212
H 4.9900 6.8486 -0.3661
H 5.4898 6.0236 1.1186
H 3.2041 5.2313 -0.7370
H 3.6025 4.2520 0.6632
H 5.9462 4.0329 -0.5523
H 5.1809 4.6900 -1.9715
H 2.7971 1.8267 -2.2625
H 3.0105 3.5417 -2.7351
H 2.4175 3.0718 -1.0709
H 4.9695 2.4256 -3.4206
H 6.3835 2.6632 -2.4295
H 4.8164 0.1564 -2.7997
H 6.5068 0.3250 -2.4077
H 4.6160 -0.3191 -0.4673
H 6.1973 0.3732 -0.1354
H 3.4877 1.6616 0.0777
H 5.1160 2.3310 0.5414
C 3.2817 -5.1174 5.7025
C 2.7968 -4.3904 4.4528
C 2.0410 -3.1176 4.8040
N 1.3970 -2.4412 3.5846
C 0.0717 -3.1462 3.3054
C 2.3331 -2.4538 2.3883
C 1.8497 -1.2971 1.5404
C 1.3840 -0.2137 2.5436
C 1.1770 -0.9704 3.8418
H 4.0132 -5.8692 5.4256
H 2.4676 -5.5855 6.2658
H 3.6081 -4.4157 6.4759
H 2.1214 -5.0478 3.8971
H 3.6531 -4.2323 3.8012
H 2.7303 -2.3589 5.1794
H 1.2407 -3.2084 5.5342
H -0.4733 -3.1524 4.2420
H 0.3779 -4.1154 2.9289
H -0.3809 -2.4728 2.5785
H 2.2154 -3.3842 1.8385
H 3.3324 -2.3181 2.7948
H 1.0295 -1.6177 0.8950
H 2.5748 -0.8439 0.8672
H 0.5498 0.3636 2.1541
H 2.1854 0.5204 2.6296
H 0.1899 -0.8155 4.2789
H 1.8690 -0.5958 4.5952
C -4.1506 -0.3003 -2.5206
C -2.7260 -0.5810 -3.0168
C -2.6704 -1.8926 -3.7809
N -1.2397 -2.2934 -4.0386
C -0.4153 -1.2053 -4.6847
C -1.1751 -3.5419 -4.9059
C 0.1272 -4.2320 -4.5928
C 0.4318 -3.8912 -3.1242
C -0.5218 -2.7595 -2.7629
H -4.0735 0.5876 -1.8926
H -4.6084 -1.1483 -2.0121
H -4.8021 0.0114 -3.3408
H -1.9999 -0.5681 -2.2059
H -2.4962 0.2596 -3.6740
H -3.1408 -1.7812 -4.7631
H -3.1405 -2.7907 -3.3781
H -1.0251 -0.6814 -5.4138
H 0.4883 -1.6506 -5.0934
H -0.0586 -0.5359 -3.9035
H -1.3043 -3.2384 -5.9442
H -2.0809 -4.0720 -4.6057
H 0.9225 -3.8091 -5.2054
H 0.0128 -5.2948 -4.7916
H 1.4623 -3.5862 -2.9553
H 0.2287 -4.7715 -2.5154
H -0.0916 -1.9021 -2.2600
H -1.3247 -3.1445 -2.1310
Br -0.9788 2.2899 -3.5491
Br 2.4115 -0.8798 -2.2258
Br 1.3040 3.2032 1.3061
Br -2.1327 -1.0636 0.9837

Force components x, y, z for each atom (eV/Å):
N 0.72 -0.17 0.18
H -0.37 -0.32 -0.19
H -0.17 -0.10 -0.03
H 0.11 0.12 -0.41
H -0.29 0.38 0.19
C 0.17 0.20 0.32
C 0.00 -0.16 0.76
C -0.30 0.23 -0.62
N -0.13 -0.91 0.29
C -0.45 -0.10 -0.07
C -0.29 0.78 0.66
C 0.19 -1.20 0.52
C 0.08 0.54 -0.51
C 0.00 0.16 -0.42
H -0.32 -0.20 -0.09
H -0.26 0.21 -0.24
H -0.03 0.12 0.03
H 0.45 0.28 -0.30
H -0.27 -0.06 0.12
H 0.01 -0.07 0.21
H 0.06 0.02 -0.02
H 0.41 0.23 -0.43
H -0.04 -0.43 -0.12
H 0.46 0.24 0.24
H -0.07 -0.32 0.04
H 0.04 0.08 -0.29
H -0.44 0.33 0.06
H 0.23 0.44 -0.50
H -0.05 0.13 0.32
H 0.21 -0.07 0.06
H 0.22 -0.10 0.26
H -0.07 -0.18 -0.11
C -0.20 -0.25 0.70
C 0.27 0.82 -1.11
C -0.22 0.18 1.12
N 1.03 0.06 -0.18
C 0.32 -0.50 0.01
C -0.31 -0.07 -0.09
C 0.27 0.08 -0.93
C -0.58 -0.43 0.08
C 0.48 0.73 -0.70
H 0.01 0.21 -0.17
H -0.05 -0.03 -0.07
H 0.14 -0.25 -0.20
H -0.29 -0.26 0.21
H 0.22 0.03 0.00
H 0.04 -0.40 -0.13
H -0.29 -0.08 -0.14
H 0.02 0.04 -0.16
H -0.11 0.08 0.07
H -0.08 0.32 -0.16
H 0.01 -0.20 -0.06
H -0.12 0.21 0.46
H -0.15 -0.14 0.49
H 0.03 0.08 -0.06
H 0.11 -0.07 -0.15
H -0.01 0.27 0.15
H 0.15 -0.11 0.47
H -0.40 -0.06 0.34
C -0.85 0.28 0.71
C -0.75 -0.55 0.25
C 0.60 1.07 -0.89
N 0.38 -0.49 0.93
C 1.57 1.43 -0.41
C -0.61 0.30 -0.30
C -0.45 0.81 -0.15
C 0.67 -0.27 -0.83
C -0.71 0.83 0.64
H 0.19 0.07 0.35
H -0.14 -0.35 -0.53
H 0.83 0.02 -0.39
H 0.08 -0.11 0.00
H -0.05 0.44 0.02
H 0.12 -0.19 0.15
H 0.07 -0.41 0.08
H -0.18 -0.22 -0.09
H -0.63 -0.18 -0.05
H -0.67 -0.60 -0.26
H 0.32 -0.21 0.31
H 0.08 -0.02 -0.17
H -0.07 -0.07 0.11
H 0.30 -0.49 -0.02
H -0.32 -0.26 0.31
H -0.05 -0.01 0.32
H -0.10 -0.28 -0.16
H 0.23 -0.44 -0.02
C 0.35 0.38 -0.16
C -1.09 -0.34 -0.22
C 0.68 0.23 -0.78
N 1.34 -0.69 -0.27
C 0.00 -0.03 0.72
C -1.05 0.84 0.12
C 0.18 0.36 -0.02
C -0.12 -0.12 -0.09
C -1.32 -0.13 0.35
H -0.20 -0.22 0.26
H 0.04 0.10 0.28
H 0.05 -0.25 -0.13
H -0.14 -0.08 0.18
H 0.42 -0.25 0.03
H 0.14 0.16 -0.08
H -0.03 0.28 0.70
H 0.12 0.00 -0.10
H -0.16 -0.10 -0.26
H -0.34 0.30 -0.18
H 0.06 -0.01 -0.01
H 0.29 -0.53 -0.09
H -0.04 -0.28 -0.24
H 0.29 -0.02 0.00
H 0.02 -0.01 -0.15
H 0.00 0.16 0.22
H 0.28 -0.01 -0.13
H 0.01 0.08 0.07
Br 0.20 0.11 0.12
Br 0.00 -0.18 0.06
Br -0.08 -0.17 0.22
Br 0.13 -0.01 0.00

Atom charges from the Mulliken analysis, given in e for atoms 1 to 99:
1 N 2.948
2 H -0.755
3 H -0.623
4 H -0.376
5 H -0.692
6 C -0.037
7 C -0.006
8 C -0.806
9 N 0.426
10 C -1.048
11 C -0.544
12 C -0.315
13 C -0.452
14 C -0.716
15 H 0.449
16 H -0.672
17 H 0.104
18 H 0.430
19 H 0.056
20 H -0.120
21 H 0.412
22 H 0.409
23 H 0.372
24 H 0.378
25 H 0.525
26 H 0.243
27 H 0.434
28 H 0.014
29 H 0.423
30 H 0.030
31 H 0.444
32 H 0.451
33 C -1.589
34 C 0.240
35 C -1.108
36 N 0.672
37 C -1.003
38 C -0.736
39 C -0.555
40 C -0.235
41 C 0.175
42 H 0.394
43 H 0.353
44 H 0.375
45 H 0.273
46 H -0.026
47 H 0.475
48 H 0.557
49 H 0.261
50 H 0.235
51 H 0.184
52 H 0.336
53 H 0.463
54 H 0.045
55 H 0.483
56 H -0.068
57 H 0.463
58 H -0.254
59 H 0.265
60 C -1.386
61 C -0.095
62 C -0.809
63 N 0.418
64 C -0.921
65 C -1.002
66 C 1.021
67 C -0.009
68 C -0.807
69 H 0.358
70 H 0.364
71 H 0.345
72 H 0.277
73 H 0.372
74 H 0.434
75 H 0.300
76 H 0.292
77 H 0.311
78 H 0.306
79 H 0.388
80 H 0.501
81 H 0.017
82 H -0.584
83 H -0.134
84 H 0.346
85 H 0.308
86 H 0.292
87 C -1.385
88 C 1.388
89 C -1.364
90 N 0.326
91 C -0.441
92 C -0.603
93 C -0.771
94 C -0.412
95 C 0.351
96 H 0.116
97 H 0.361
98 H 0.459
99 H -0.338